A molecular structure, C32H60BN5O8SSi4TeV at a distorted geometry, computed with ωB97M-V with the def2-TZVPD basis set.

Properties
HOMO-LUMO gap (spin up / spin down) (Eh): 0.251 / 0.211
Expectation value of S²: 1.028

```
! RIJCOSX wB97M-V def2-TZVPD def2/J DEFGRID3
* xyz 2 2
C -0.081 -4.732 -2.722
H 6.652 -5.405 2.711
H -1.849 4.497 4.223
C 1.519 -5.182 -4.411
V -0.116 -0.173 -0.270
H 5.463 3.662 -0.744
H -5.374 3.786 -4.871
H 4.642 3.056 -2.182
H -0.639 2.682 -4.408
H -5.872 2.975 1.364
C -1.365 3.014 -5.149
H -5.996 5.653 -1.366
C -1.684 -2.362 0.366
C 4.243 -6.596 3.303
H 0.050 -0.741 4.032
H -5.523 0.765 -1.385
C 6.225 -5.987 1.894
H -1.351 -6.300 -1.967
N 0.241 -0.100 3.274
H -7.059 1.420 -0.835
N 2.835 1.024 -1.730
C -5.038 3.383 0.789
H 0.122 5.160 -3.323
H -6.577 1.605 -2.518
C -1.749 5.281 0.253
C -1.611 -4.483 -0.886
H -1.206 2.442 -6.066
Si -1.713 5.113 -1.625
C 4.035 -2.314 2.690
H -3.617 -3.180 0.817
Te -2.675 1.033 -1.010
C 0.054 4.942 -2.256
O 1.778 -2.442 -0.045
N -0.721 1.101 -1.326
Si -3.188 3.243 -2.127
H 1.881 -6.083 -4.894
H 1.158 -4.483 -5.167
H 5.246 -3.858 3.486
S 1.366 1.759 0.393
O -0.182 1.801 -2.181
H -2.504 6.508 -3.551
C 3.111 -2.022 1.710
H 3.111 -7.072 0.862
H 0.711 5.638 -1.731
H 1.242 -0.024 3.131
O -1.204 1.377 1.488
H -4.103 4.989 -5.108
C 4.524 -3.614 2.718
H 3.633 3.110 0.528
H 0.014 1.627 4.403
C 4.690 -6.018 1.950
O 2.411 -0.857 1.444
O 0.458 -5.604 -3.555
H 4.617 -5.999 4.136
H -4.910 4.424 1.092
Si -5.361 3.257 -1.076
H -4.643 0.782 -4.269
H 4.501 -6.597 -0.144
H 0.944 -2.941 -3.359
H -4.134 2.842 1.080
H 4.629 -7.610 3.412
C -3.677 0.964 -4.745
C -1.000 1.805 2.624
H -1.446 4.353 0.742
C -1.212 -3.124 -0.716
C 2.722 -2.989 0.802
O -1.514 2.980 2.944
Si -3.125 2.755 -4.531
H 2.879 -4.983 0.068
H 6.611 -7.004 1.971
H 2.031 0.543 -2.087
H -2.284 7.485 -2.106
H -1.667 2.933 5.033
H -2.345 -4.901 -0.211
C -6.208 1.610 -1.491
H 6.569 -5.563 0.949
C 0.247 -3.390 -2.666
H 5.565 1.944 -1.135
C -4.375 3.946 -5.280
C -1.289 3.568 4.231
H -1.070 6.072 0.581
H 0.426 3.931 -2.089
H 4.364 -1.573 3.406
H -2.949 0.274 -4.311
H 3.154 -6.633 3.370
H -3.715 6.471 -2.267
H 4.637 -7.938 0.988
C 3.213 -4.276 0.814
C 2.725 1.787 -0.638
C -1.067 -5.264 -1.846
C -0.299 -2.566 -1.679
H -2.929 -2.121 2.063
O -1.292 -1.152 0.570
H -6.538 4.697 -2.749
H -2.309 -3.769 1.848
N -0.310 1.145 3.580
H -4.429 3.791 -6.360
C -2.643 6.520 -2.469
H 3.631 1.116 -2.341
N 3.723 2.610 -0.341
H -0.230 3.789 4.374
C 4.131 -4.606 1.810
C -6.424 4.694 -1.664
O 0.001 -1.290 -1.654
H -3.778 0.721 -5.805
H 2.325 -4.724 -3.836
C 4.912 2.819 -1.151
C 4.196 -6.952 0.842
B 1.573 -1.140 0.369
C -2.701 -2.892 1.331
H -2.750 5.538 0.604
H -1.169 4.064 -5.376
H -7.422 4.630 -1.227
*
```

A molecular structure, C32H60N2O2P3Pb at a distorted geometry, computed with ωB97M-V with the def2-TZVPD basis set.

Properties
HOMO-LUMO gap (spin up / spin down) (Eh): 0.182 / 0.182

```
! RIJCOSX wB97M-V def2-TZVPD def2/J DEFGRID3
* xyz 3 1
H -2.636 4.421 -2.282
H 3.019 -4.331 1.043
C 1.997 0.507 -3.781
H 0.051 1.752 5.622
H 3.316 -0.805 -4.905
H 2.423 -3.371 -1.143
C -1.979 -3.634 -0.675
H 1.017 -1.751 2.974
H -2.633 1.939 -4.418
H 1.835 1.241 -4.581
H -1.006 -3.799 -3.141
C -1.662 3.902 -2.253
H -2.751 -2.345 -5.047
C 2.995 -1.477 -2.887
H -0.940 4.527 -2.783
C -2.381 2.753 -0.190
H -2.223 2.506 0.868
H -0.658 -4.964 1.887
C -3.066 -0.530 -3.101
C 2.182 -1.288 -1.755
O -1.609 0.186 2.711
H -1.451 -1.269 5.429
H 0.819 2.796 -3.093
C -2.837 2.157 4.179
C -2.062 1.057 -4.738
H -0.297 -5.698 -0.008
H -1.213 -1.440 -4.957
H 0.164 -4.617 3.415
P -1.670 0.770 4.124
H -5.151 -0.280 -4.537
C -0.024 1.346 4.600
H -2.443 3.030 3.637
H -1.795 2.967 -2.809
Pb -0.542 0.042 0.598
H 0.671 5.202 -2.026
C 1.732 4.993 -1.867
H -0.618 -5.797 -1.739
H 1.091 5.158 0.993
H 2.008 -3.063 3.623
H -3.777 1.807 3.729
P 0.506 -2.644 0.184
H 0.701 -3.414 -2.860
H -2.266 -1.236 -6.361
H -1.732 1.267 -5.772
C -1.310 4.992 -0.020
H -1.112 0.965 -4.169
H 2.624 -2.094 2.269
H 0.671 0.497 4.525
H -2.365 -2.623 -0.883
C 3.311 3.289 -0.898
C -0.167 -4.171 2.465
H -3.340 3.293 -0.237
H 0.278 2.144 3.908
C 1.718 -2.551 2.692
H 2.234 5.956 -1.693
H 2.565 4.253 1.415
N 1.516 -0.146 -1.507
C 2.009 4.076 -0.689
C 1.065 -3.585 1.751
H -0.908 -3.395 2.705
C 2.075 -4.705 1.456
C -0.059 -5.235 -0.974
H -2.317 5.429 -0.117
C 2.080 4.851 0.629
H 2.926 -2.165 0.047
H -0.567 -2.186 -2.556
H -1.114 4.860 1.050
O 2.806 1.157 1.894
H -2.176 -3.882 0.379
H 2.685 5.765 0.494
H -4.559 1.140 -5.345
H -0.598 5.727 -0.405
C 1.505 0.838 -2.476
H -4.389 -0.435 -6.170
C -0.489 -3.765 -1.046
C 2.810 -0.606 -3.956
N -2.802 -0.497 -1.960
H -3.056 2.486 5.206
H -2.531 -0.054 6.174
H -2.553 -4.345 -1.291
C 2.140 -2.402 -0.692
H 3.603 -2.372 -2.921
H 3.412 2.945 -1.931
C 1.815 0.859 1.385
C -2.238 -0.526 5.232
C 1.016 2.163 -2.211
C -2.260 -1.375 -5.273
C -4.333 0.073 -5.186
P 0.547 2.793 -0.616
C -1.285 3.661 -0.793
H 2.123 4.576 -2.800
H -3.122 -0.991 4.776
H 3.381 2.406 -0.254
C -0.315 -3.252 -2.481
H 1.007 -5.367 -1.196
H 1.681 -5.468 0.779
H -2.523 1.820 -0.752
H 2.300 -5.213 2.405
C -2.938 -0.186 -4.589
H 4.158 3.955 -0.682
*
```

A molecular structure, C32H61BBr2O49S12 at a distorted geometry, computed with ωB97M-V with the def2-TZVPD basis set.

Properties
HOMO-LUMO gap (Eh): 0.283

```
! RIJCOSX wB97M-V def2-TZVPD def2/J DEFGRID3
* xyz 0 1
H -2.835 5.459 -0.280
O 2.041 1.454 -8.640
C 2.498 1.424 0.651
H 7.272 3.333 -4.128
O 0.792 -1.499 6.503
H -1.177 -1.027 6.039
C -3.439 -10.395 3.098
H 5.815 2.135 -5.676
H 3.549 0.970 0.512
H 10.016 -2.484 7.967
H -3.950 -4.783 -1.219
C 4.771 -7.021 -2.991
H 4.012 -1.656 4.502
O 1.852 -5.660 0.102
H -1.838 -4.173 1.660
H -8.732 10.271 1.041
O -2.532 -1.157 -2.688
H 1.174 2.445 2.180
O 8.586 -2.169 6.534
C 6.030 -7.879 -2.960
H -9.035 8.136 -0.572
H 3.121 2.729 2.470
Br 2.732 -2.266 0.049
H -2.583 1.126 -2.793
H 8.404 -4.895 6.951
H 3.881 -0.504 3.146
H -3.369 6.609 -3.078
S -11.747 9.628 -0.969
O -12.875 8.846 -0.547
H 0.309 1.185 -3.184
O 6.558 -4.905 -1.152
H -0.864 1.111 7.648
H -3.762 -10.794 4.065
C 5.891 -0.682 3.953
C -12.554 11.754 -1.979
C -1.069 -4.856 1.297
C 6.880 2.160 -5.928
O 1.153 0.607 7.693
O -12.159 10.427 -2.324
H 6.425 -8.074 -3.958
O -4.929 -7.671 4.284
H 6.379 -1.143 4.816
H -1.861 6.717 -2.132
C 4.458 -2.580 -2.725
O -4.254 4.553 -1.452
O 2.910 -0.231 6.133
O -3.097 -9.020 3.277
O 4.575 2.539 3.893
H 9.185 -4.705 8.544
O 7.481 -3.565 8.211
C -0.676 1.016 -6.514
C 8.677 -4.179 7.733
C -0.876 2.227 -7.415
H 1.062 2.321 -0.886
H -0.819 -1.329 7.761
O 5.725 1.895 6.048
S 7.176 -2.223 7.344
S 7.700 0.041 -4.913
H 4.865 -6.210 -3.720
H -5.178 -11.312 2.143
C -0.447 -0.875 6.837
B 1.390 0.125 -1.497
S 2.018 -0.674 7.187
S 6.163 -6.285 -1.054
O -5.371 7.787 1.708
H -2.606 -4.329 -3.205
S 1.566 1.762 -7.319
H 5.847 -8.829 -2.449
H 5.008 -2.743 -1.724
O -4.319 3.619 -3.753
H -1.422 0.239 -6.694
O 0.392 2.880 -7.448
C 2.279 2.237 1.854
Br 3.291 -0.227 -4.353
H -2.437 0.887 -0.919
C 1.250 1.300 -0.373
O -2.326 4.852 -2.927
O -10.434 9.070 -1.152
C 3.371 -1.348 -2.686
H -5.423 -4.138 -1.993
H -4.211 -10.264 1.072
O 7.133 -1.107 8.246
C -3.510 5.720 -1.101
H 5.181 -2.495 -3.644
O 0.632 0.531 -6.817
O -4.036 -2.722 -1.465
H -13.619 11.734 -1.728
O 2.236 -4.954 2.495
C -4.583 -10.399 2.092
H -7.885 10.286 -0.528
O 7.811 1.336 -3.936
C -1.846 1.020 -1.905
H 0.315 1.019 0.280
H -1.126 1.922 -8.436
C 9.519 -3.043 7.167
S -5.838 8.512 0.560
O -1.068 -0.206 -2.157
H -0.697 1.302 -5.458
O 6.126 -2.513 6.408
H -12.391 12.434 -2.816
O 7.282 0.834 -6.270
C -4.335 -4.040 -1.921
C -0.117 0.598 7.042
O -3.872 -2.877 -3.901
H 0.521 -0.694 -3.485
O 2.439 2.143 -6.245
H 3.852 -3.568 -2.921
O -7.056 7.679 -0.118
H 6.224 -1.178 3.039
O 0.204 -4.213 1.269
O 6.967 -7.135 -2.184
C -11.710 12.115 -0.764
H -1.648 2.902 -7.040
H -12.155 12.921 -0.177
S 1.369 -5.338 1.417
C -3.683 -4.153 -3.293
S -3.458 3.729 -2.607
H -10.695 12.400 -1.059
C -8.302 8.291 0.223
S 5.155 1.559 4.773
O -5.048 -0.936 -2.877
O -6.710 9.784 1.074
H -1.635 -6.833 2.030
C 7.722 2.529 -4.714
O -4.106 -7.180 1.949
O 4.676 -6.441 -1.691
H -8.665 7.832 1.148
S -3.858 -1.730 -2.743
H -2.575 -10.959 2.743
H 8.735 2.819 -5.010
O -4.963 8.961 -0.489
H -1.312 -5.168 0.276
O -2.812 2.592 -2.002
C -2.729 6.095 -2.353
O 6.575 -0.745 -4.489
O -11.628 10.919 0.011
H -4.181 6.518 -0.779
O 6.247 0.701 3.926
O 4.068 0.365 4.994
C 0.248 0.131 -2.709
O 0.422 -6.559 1.922
O 6.205 -7.024 0.177
O 9.013 -0.510 -5.095
O 2.472 -1.400 8.340
S -4.408 -8.095 3.016
C 2.504 -1.065 -1.524
O -5.376 -9.262 2.427
H -1.176 1.952 -1.787
H -0.912 -5.766 3.263
H -4.129 -4.940 -3.903
C 4.375 -0.707 4.102
C -7.983 9.766 0.430
H 7.038 2.839 -6.767
H 10.265 -3.393 6.453
C -0.885 -6.061 2.210
H -0.008 1.115 6.083
H 3.878 -7.607 -3.214
*
```

A molecular structure, C32H61CdClN5OSb at a distorted geometry, computed with ωB97M-V with the def2-TZVPD basis set.

Properties
HOMO-LUMO gap (Eh): 0.269

```
! RIJCOSX wB97M-V def2-TZVPD def2/J DEFGRID3
* xyz 2 1
C 5.365 -0.589 -3.207
H -0.946 -1.857 6.173
H 1.795 -1.364 -4.441
H -3.437 2.411 1.382
H 1.394 0.048 4.048
H -1.259 -3.205 5.093
Cd -2.176 -0.261 1.148
H -5.067 1.282 2.489
H -0.333 0.367 4.344
H 1.851 5.026 -4.919
C 0.512 -0.278 4.601
H -2.705 -5.144 2.178
H 6.368 -0.374 -2.864
H -2.857 2.438 4.986
C 4.334 0.308 -2.968
H 0.945 3.555 -6.045
H -3.901 0.415 4.993
H 2.307 0.571 0.241
H -1.884 2.590 0.960
C -1.402 -3.899 0.144
C -2.152 2.541 2.988
C -0.535 5.020 -3.684
N -1.337 1.184 -3.063
C -0.996 -3.974 1.609
C 0.303 2.721 -4.381
C 0.578 3.976 -3.474
H -1.293 1.525 -5.081
C 1.905 4.625 -3.905
H 3.726 -1.413 1.133
C 3.820 -2.040 -4.349
H -4.515 -1.541 2.366
H 0.544 0.483 0.324
C -1.663 -0.638 -2.089
C 1.468 0.207 0.842
H -1.836 2.895 -4.126
H 1.609 -3.091 -0.242
H 1.105 0.492 -2.604
C 1.563 -2.005 -0.345
H -1.954 -4.314 3.534
N -4.466 -0.614 1.953
H -2.951 -3.408 2.379
H 0.680 -1.739 -0.929
Cl 6.377 -2.891 -4.191
C -4.742 0.378 3.012
H 2.124 5.466 -3.247
N -1.986 0.325 -1.173
H 2.257 2.060 -4.948
C 3.038 0.041 -3.396
C 0.088 -5.015 1.841
O 0.133 3.145 -5.732
C 0.665 3.648 -1.962
H 0.365 -5.082 2.893
C 0.186 -1.746 4.362
C -2.218 -4.214 2.484
H 4.554 1.229 -2.439
H 0.722 -0.138 5.665
H 1.501 0.721 1.805
C 1.401 1.639 -4.416
C -1.103 2.094 -4.174
C 5.103 -1.764 -3.895
H -1.199 2.083 3.260
C 2.864 -1.663 1.760
H -1.946 2.449 -1.462
H 2.301 1.786 -2.448
C -3.222 2.164 3.995
H 0.047 4.343 -1.390
C -1.077 -2.132 5.122
H -2.146 -3.114 -0.025
H -5.204 -0.593 1.257
H 2.444 -1.704 -0.916
H 3.632 -2.948 -4.905
H 1.516 -2.585 5.808
C -3.610 0.685 3.978
C 2.799 -1.141 -4.093
H -0.546 -3.736 -0.512
C -1.759 1.455 -1.832
H -2.728 0.078 3.737
H 1.018 0.843 -5.059
Sb -0.230 -1.934 2.152
H 0.985 -4.805 1.255
H -1.453 4.767 -3.147
H 1.139 -3.699 4.499
H 2.960 -1.092 2.683
H -1.765 -1.697 -1.917
H -4.117 2.768 3.810
N -2.495 2.101 1.606
H 1.685 3.758 -1.595
H -1.961 -1.607 4.754
C 1.348 -2.654 4.730
C 1.919 1.016 -3.115
H -0.283 -5.998 1.536
H -2.012 3.624 3.022
H 2.738 3.924 -3.846
H 2.272 -2.366 4.234
H 0.346 2.635 -1.728
C 1.594 -1.305 1.001
H -5.636 0.071 3.558
N -1.278 -0.149 -3.238
H 2.925 -2.729 1.982
H -1.862 -4.848 -0.147
H -0.773 5.136 -4.739
H -0.199 5.986 -3.307
*
```

| no. | molar mass (g mol⁻¹) | total energy (hartree) |
| --- | --- | --- |
| 1 | 976.63 | -4923.710902 |
| 2 | 804.97 | -2731.300336 |
| 3 | 1785.22 | -14893.048920 |
| 4 | 801.50 | -2472.638779 |